Computed, not measured: a cluster of 5 separate species, C43H65F33N2O9PS in total, with ωB97M-V with the def2-TZVPD basis set.

Last column: Löwdin charge in e.
Element x y z (Å)
C  2.1328  0.9803  4.1784  -0.0925
C  2.6494  -0.4605  4.1911  -0.2332
C  3.6798  -0.7101  3.0775  -0.1822
C  3.0361  -1.3172  1.7955  -0.2871
C  2.8864  -2.8291  2.0184  -0.0298
C  3.7791  -0.9006  0.4942  -0.1013
N  5.0902  -1.6824  0.3745  0.0096
C  6.1775  -1.0753  1.2132  0.0539
C  5.6255  -1.8194  -1.0374  -0.2977
O  6.6365  -2.7672  -0.9817  -0.1001
C  7.9423  -2.3326  -1.3977  -0.1758
C  8.9308  -3.4729  -1.2069  -0.1724
N  10.1306  -3.2426  -2.0074  -0.0617
C  11.2639  -2.6572  -1.3027  -0.1718
C  11.3699  -1.1174  -1.3165  -0.3980
C  10.6762  -0.4332  -2.4958  -0.0419
O  10.9530  -0.5697  -0.0572  -0.0516
C  4.5025  -2.2780  -1.9506  -0.4678
C  3.9209  -3.6252  -1.4952  -0.1290
C  2.8066  -4.2089  -2.3884  -0.2269
C  1.8061  -5.0813  -1.5991  -0.0682
P  5.2809  -2.3001  -3.7110  0.9608
O  3.9281  -2.3892  -4.6138  -0.2458
O  5.8999  -3.8065  -3.7387  -0.2511
O  3.5846  -1.2080  -2.0334  -0.0847
C  2.9174  -0.7831  -0.8343  -0.4013
C  1.5436  -1.4688  -0.7537  -0.1014
C  0.7112  -1.3824  -2.0410  -0.1459
F  -0.4790  -0.7062  -1.7498  -0.0558
C  2.7208  0.7241  -1.1204  -0.3766
S  1.7515  1.6579  0.0812  0.9313
C  2.9095  2.9107  0.6976  -0.5105
C  3.5891  3.7793  -0.3694  -0.1317
H  1.5289  1.1445  3.2783  0.0558
H  1.5344  1.2173  5.0593  0.0789
H  2.9810  1.6743  4.1299  0.0753
H  1.8110  -1.1431  4.0240  0.1004
H  3.0698  -0.7221  5.1668  0.1138
H  4.2476  0.1994  2.8506  0.1060
H  4.4036  -1.4433  3.4592  0.1023
H  2.0311  -0.8827  1.7547  0.1172
H  2.3239  -3.3505  1.2470  0.0650
H  2.3408  -2.9878  2.9540  0.0974
H  3.8552  -3.3295  2.1697  0.0907
H  4.1134  0.1252  0.6832  0.1178
H  4.9947  -2.6420  0.7153  0.1562
H  7.1259  -1.5244  0.9230  0.0961
H  6.0107  -1.2883  2.2652  0.0957
H  6.2160  -0.0008  1.0264  0.1229
H  5.9951  -0.8357  -1.3599  0.1771
H  7.9382  -2.0341  -2.4531  0.1137
H  8.2619  -1.4569  -0.8141  0.1045
H  8.4626  -4.4123  -1.5121  0.1296
H  9.2012  -3.5430  -0.1419  0.1233
H  10.3993  -4.0995  -2.4646  0.1123
H  12.1758  -3.0329  -1.7801  0.1248
H  11.3048  -2.9809  -0.2524  0.1195
H  12.4401  -0.8911  -1.3869  0.1346
H  9.7082  -0.0146  -2.1844  0.0680
H  10.4819  -1.1235  -3.3174  0.0777
H  11.2670  0.4142  -2.8534  0.0830
H  10.1364  -0.0821  -0.1818  0.0594
H  4.7485  -4.3423  -1.4431  0.1301
H  3.5093  -3.5590  -0.4832  0.0825
H  2.2876  -3.4116  -2.9248  0.0902
H  3.2462  -4.8562  -3.1610  0.0980
H  0.8775  -4.5419  -1.3879  0.0593
H  1.5263  -5.9745  -2.1628  0.0816
H  2.2323  -5.3876  -0.6393  0.0791
H  3.6555  -3.2904  -4.8214  0.0598
H  5.2565  -4.5272  -3.7347  0.0558
H  0.9282  -0.9972  0.0174  0.1006
H  1.6286  -2.5214  -0.4849  0.0834
H  0.4221  -2.3700  -2.4048  0.1143
H  1.2024  -0.8265  -2.8406  0.1236
H  2.2915  0.8518  -2.1141  0.0963
H  3.7271  1.1577  -1.1597  0.0904
H  3.6617  2.4069  1.3179  0.0555
H  2.3264  3.5318  1.3847  0.0672
H  4.5828  4.0764  -0.0205  0.0782
H  3.0061  4.6815  -0.5721  0.0784
H  3.7099  3.2565  -1.3203  0.0575
C  -0.7710  6.5106  1.5048  -0.0268
C  -1.6617  7.1083  0.4016  -0.4429
C  -3.1646  7.2500  0.6774  -0.3093
F  -3.7349  6.0446  0.8739  0.0961
F  -3.7441  7.8191  -0.3972  0.1096
F  -1.4682  6.4415  -0.7546  0.1374
F  -1.2179  8.3851  0.2256  0.1069
O  -0.4035  5.1389  1.3872  0.0405
C  -1.1471  4.1142  1.9031  -0.5462
C  -1.6186  3.1567  0.8040  -0.2777
F  -2.4129  3.8048  -0.0699  0.0894
F  -2.3657  2.1467  1.3150  0.0904
F  -2.1683  4.5366  2.6605  0.1663
F  -0.3279  3.3877  2.7045  0.1268
H  0.1743  7.0404  1.4001  0.1482
H  -1.1558  6.7428  2.4979  0.1487
H  -3.3392  7.8811  1.5526  0.1744
H  -0.7773  2.6946  0.2831  0.1169
C  -3.2989  -1.3148  2.4383  -0.0387
C  -2.1386  -2.1974  1.9550  -0.4275
C  -2.0124  -2.4629  0.4492  -0.3016
F  -3.0512  -3.1669  -0.0148  0.1167
F  -0.8850  -3.1996  0.2413  0.0769
F  -2.1058  -3.3637  2.6269  0.1406
F  -0.9945  -1.5065  2.2761  0.0805
O  -4.4619  -1.9317  2.9582  0.0558
C  -5.4824  -2.3288  2.1284  -0.5389
C  -5.7790  -3.8274  2.2660  -0.2855
F  -4.6829  -4.5427  1.9495  0.1059
F  -6.7683  -4.1491  1.4072  0.1059
F  -5.2585  -1.9872  0.8503  0.1561
F  -6.6005  -1.6649  2.5060  0.1361
H  -2.8856  -0.7666  3.2844  0.1514
H  -3.5513  -0.5695  1.6824  0.1427
H  -1.9219  -1.5245  -0.1065  0.1602
H  -6.0866  -4.0596  3.2872  0.1771
C  -9.7031  -0.5516  2.2130  -0.0436
C  -9.7645  0.2928  0.9283  -0.4375
C  -9.4707  1.7944  1.0287  -0.3049
F  -10.3782  2.4225  1.7931  0.1073
F  -9.5273  2.3269  -0.2159  0.0894
F  -10.9379  0.0990  0.2962  0.1411
F  -8.7744  -0.1960  0.1201  0.0942
O  -10.9240  -0.8825  2.8542  0.0515
C  -11.5102  -0.0836  3.8025  -0.5438
C  -12.9102  0.3814  3.3742  -0.2892
F  -12.8413  1.0940  2.2359  0.1048
F  -13.4170  1.1715  4.3451  0.1027
F  -10.7320  0.9553  4.1507  0.1539
F  -11.6870  -0.8385  4.9109  0.1427
H  -9.3162  -1.5126  1.8768  0.1429
H  -8.9700  -0.1509  2.9137  0.1419
H  -8.4700  1.9640  1.4348  0.1737
H  -13.5613  -0.4817  3.2255  0.1756
C  -7.3446  2.6794  -2.8228  -0.0330
C  -7.3999  3.5327  -4.1007  -0.4413
C  -7.1251  2.8427  -5.4421  -0.3103
F  -5.8703  2.3563  -5.4899  0.0971
F  -7.2598  3.7520  -6.4306  0.1019
F  -6.6049  4.6133  -3.9716  0.1394
F  -8.6887  3.9722  -4.1956  0.1053
O  -6.1587  2.7435  -2.0411  0.0522
C  -5.0821  1.9243  -2.2338  -0.5379
C  -3.8059  2.7155  -2.5563  -0.2866
F  -3.9416  3.4149  -3.6950  0.1126
F  -2.7842  1.8347  -2.7171  0.0876
F  -5.3150  0.9571  -3.1354  0.1566
F  -4.8326  1.3046  -1.0471  0.1229
H  -8.1060  3.1129  -2.1761  0.1346
H  -7.6469  1.6501  -3.0179  0.1495
H  -7.8369  2.0306  -5.6104  0.1729
H  -3.5718  3.3815  -1.7276  0.1490

## Properties
Gap between HOMO and LUMO, eV: 9.21
HOMO, eV: -11.43
Total charge: +1